(1)
Density functional theory data (ωB97M-V/def2-TZVPD) for a cluster of 8 separate species, C61H136F6N7P in total.

Structure (XYZ):
```
211
C61H136F6N7P (ωB97M-V/def2-TZVPD)
C -19.00491 9.08154 -2.27319
C -17.55121 8.82907 -1.80666
C -16.84710 10.16971 -1.57138
C -15.34810 9.97928 -1.43395
N -14.59161 11.17781 -0.89426
C -15.19284 11.78874 0.38828
C -14.01473 12.59103 0.96577
C -12.83495 11.60500 0.77419
C -13.18104 10.76778 -0.44750
C -14.48681 12.19377 -1.97893
H -19.20592 8.84921 -3.31809
H -19.20740 10.14312 -2.13826
H -19.68496 8.40583 -1.75158
H -17.12735 8.27670 -2.65272
H -17.40056 8.13757 -0.97564
H -17.26163 10.62810 -0.67114
H -16.97931 10.88102 -2.38810
H -14.86097 9.70690 -2.37193
H -15.08800 9.13396 -0.79015
H -15.98016 12.45105 0.02999
H -15.65295 11.06532 1.05788
H -13.95623 13.51695 0.39754
H -14.07158 12.89297 2.00943
H -11.92732 12.13262 0.48365
H -12.66574 10.85780 1.54443
H -12.57711 10.95887 -1.33307
H -13.14075 9.69721 -0.25718
H -13.89664 13.06980 -1.71243
H -15.48264 12.63143 -2.08690
H -14.18429 11.83193 -2.95766
C -11.58786 14.54510 9.56544
C -12.61623 13.47235 9.95921
C -13.96800 13.58570 9.24420
C -13.76471 13.31442 7.77542
N -14.97032 13.57149 6.86505
C -14.70462 13.74097 5.37240
C -15.96164 14.46126 4.87788
C -16.18803 15.49596 5.95586
C -15.56162 14.92622 7.25920
C -16.02136 12.51652 7.11783
H -10.82824 14.24998 8.84565
H -11.08896 14.74742 10.51471
H -12.03484 15.49211 9.26036
H -12.80009 13.43781 11.03109
H -12.18261 12.49473 9.71642
H -14.44102 14.53752 9.48696
H -14.67013 12.87863 9.69906
H -13.53434 12.25305 7.64589
H -12.97280 13.86870 7.26986
H -14.48660 12.75417 4.97272
H -13.87234 14.44347 5.31031
H -16.74852 13.70359 4.87688
H -15.80223 14.86602 3.88225
H -17.22679 15.77928 6.11100
H -15.63688 16.41222 5.74867
H -16.23695 14.95024 8.10744
H -14.72959 15.58917 7.48955
H -16.99557 13.00154 7.17282
H -15.82318 12.05022 8.07442
H -16.06078 11.87455 6.23955
C -18.35613 9.77127 2.22264
C -19.63630 9.09121 1.70741
C -20.88662 9.48132 2.50503
C -22.16230 9.09288 1.75053
N -23.46597 9.20299 2.52179
C -23.46734 8.36456 3.77078
C -23.70040 6.93311 3.31977
C -24.51079 7.03763 2.03285
C -24.64483 8.56345 1.79496
C -23.70516 10.63558 2.81179
H -18.25410 10.83411 2.00328
H -17.44161 9.30571 1.83666
H -18.20385 9.54459 3.28367
H -19.42519 8.02412 1.60045
H -19.74707 9.43139 0.67294
H -20.74736 10.56834 2.50753
H -20.97535 9.15291 3.53931
H -22.06596 8.01732 1.57286
H -22.32750 9.56843 0.78661
H -24.42189 8.57463 4.26551
H -22.78520 8.60641 4.58240
H -24.24316 6.32933 4.05376
H -22.84082 6.26258 3.22884
H -25.45552 6.50724 1.92804
H -23.96472 6.56606 1.21106
H -25.56292 8.93139 2.24605
H -24.57403 8.87511 0.75524
H -24.04255 11.21455 1.95284
H -22.87196 11.06358 3.35834
H -24.58303 10.74512 3.45705
C -3.98805 10.47498 6.50798
C -5.07389 11.28361 5.83695
C -6.28492 10.46696 5.39170
C -7.19539 10.12752 6.59402
N -8.52714 9.49965 6.15424
C -9.42475 10.38526 5.31380
C -10.29320 11.24209 6.21868
C -10.06156 10.65201 7.63947
C -9.36036 9.33555 7.42483
C -8.34389 8.13995 5.51754
H -4.41019 10.11169 7.45327
H -3.04035 10.91226 6.81645
H -3.69031 9.58436 5.94697
H -4.78152 12.03883 5.10248
H -5.43818 12.03220 6.56022
H -5.89114 9.53366 4.97806
H -6.86358 10.94612 4.60339
H -7.44549 11.04156 7.12732
H -6.76995 9.34953 7.22206
H -10.06100 9.82859 4.63199
H -8.78938 11.11688 4.81726
H -11.34737 11.19246 5.93257
H -10.13671 12.31986 6.21028
H -10.96099 10.40526 8.20761
H -9.54449 11.40360 8.23436
H -10.11329 8.56767 7.26012
H -8.67632 9.06056 8.22565
H -7.70351 7.59609 6.20488
H -7.89993 8.39610 4.55678
H -9.32038 7.69649 5.34578
C -15.84020 6.09348 1.67034
C -15.18999 5.81654 0.31325
C -13.71010 5.37084 0.44394
C -12.85703 6.56127 0.94038
N -11.59036 6.15585 1.63601
C -11.83149 5.81921 3.15235
C -10.94323 4.61432 3.43094
C -10.99238 3.83453 2.12690
C -10.89971 4.90391 1.06152
C -10.65566 7.32416 1.56555
H -16.89478 6.33737 1.52841
H -15.41238 6.92506 2.23186
H -15.77050 5.21167 2.30920
H -15.25000 6.62816 -0.41454
H -15.77412 4.98318 -0.07971
H -13.38308 5.06229 -0.54493
H -13.71430 4.58656 1.20314
H -13.38544 7.28400 1.55459
H -12.64431 7.08072 0.00175
H -11.60622 6.69876 3.74480
H -12.88146 5.54762 3.06058
H -9.93547 4.98417 3.62743
H -11.36854 4.11037 4.29685
H -10.35200 2.96937 1.97353
H -11.98552 3.40846 1.93249
H -9.86180 5.18769 0.87327
H -11.32747 4.76375 0.07294
H -9.69580 7.12483 2.05075
H -11.07938 8.19904 2.04966
H -10.35608 7.37460 0.51813
C -13.21013 3.87512 11.66378
C -12.64250 3.89385 10.25218
C -13.48604 4.68302 9.26652
N -12.72014 5.17038 8.02708
C -11.97426 6.43444 8.32230
C -13.71174 5.30227 6.84865
C -13.97128 3.84788 6.42964
C -12.68753 3.08945 6.79773
C -11.81368 4.14218 7.42254
H -13.08104 4.87207 12.09609
H -12.69301 3.15942 12.29978
H -14.26436 3.61459 11.76302
H -12.56903 2.82678 10.00260
H -11.58270 4.15007 10.15749
H -13.85775 5.59845 9.72508
H -14.30915 4.06078 8.92426
H -11.48148 6.73198 7.40152
H -11.23931 6.26888 9.10896
H -12.67890 7.16296 8.71535
H -13.15482 5.92520 6.15240
H -14.59686 5.78546 7.25450
H -14.33010 3.67880 5.41102
H -14.91201 3.55935 6.90878
H -12.29154 2.50154 5.97365
H -12.92518 2.33389 7.55121
H -11.14403 4.59341 6.68249
H -11.06772 3.74669 8.11481
C -17.48549 8.07711 6.33574
C -18.71184 7.96894 7.23249
C -18.66268 8.80574 8.51086
N -19.89943 8.77050 9.39314
C -19.97681 7.42451 10.05069
C -20.00210 9.92795 10.39440
C -21.11000 10.87632 9.94139
C -22.11872 9.92876 9.32798
C -21.19265 8.99722 8.55957
H -16.62551 7.48028 6.64623
H -16.99216 9.04378 6.21388
H -17.72133 7.72938 5.32887
H -18.87537 6.90883 7.45016
H -19.61646 8.14011 6.64508
H -18.57642 9.87493 8.27407
H -17.80991 8.74183 9.18997
H -19.13189 7.26076 10.71262
H -19.99407 6.64624 9.29063
H -20.94286 7.36782 10.54942
H -20.21203 9.51981 11.37968
H -19.03954 10.43849 10.38750
H -21.49423 11.38608 10.82389
H -20.74788 11.61322 9.22406
H -22.58442 9.34959 10.12684
H -22.83630 10.39546 8.66004
H -21.59592 8.01054 8.33983
H -20.83910 9.49085 7.65474
P -13.97536 8.89665 4.60694
F -14.54296 8.69012 6.14710
F -14.28857 7.32920 4.39655
F -15.41280 9.34072 3.96278
F -13.38309 9.02322 3.11199
F -13.69664 10.45335 4.91598
F -12.49276 8.57093 5.20627
```

- E: -101434.1088 eV
- HOMO: -20.3 eV
- Total charge: +6
- Orbital gap: 9.81 eV


(2)
Density functional theory data (ωB97M-V/def2-TZVPD) for a cluster of 8 separate species, C7H30N2O11 in total.

Structure (XYZ):
```
50
C7H30N2O11 (ωB97M-V/def2-TZVPD)
C 25.24641 8.62271 -0.68217
O 24.74704 9.51655 -0.01042
N 26.42314 8.69336 -1.17044
N 24.65543 7.57329 -1.10022
H 26.89818 9.37090 -0.59132
H 26.90871 7.85866 -1.46641
H 25.27723 6.99451 -1.64657
H 23.65190 7.58434 -1.21373
C 27.27149 11.39691 6.27540
C 25.88493 10.74810 6.16509
O 25.89180 9.36061 6.47714
O 27.72786 11.45905 7.69002
H 27.33999 12.34073 5.73445
H 27.95492 10.75337 5.72143
H 25.67472 10.66511 5.09878
H 25.18723 11.41724 6.66866
H 25.76596 9.30208 7.42707
H 27.98986 10.58405 7.98555
C 31.07069 16.56884 4.72153
C 30.06380 17.80596 4.59216
O 30.73336 19.05902 4.54882
O 32.09280 16.86961 5.70659
H 31.65232 16.51816 3.80107
H 30.63962 15.57066 4.79828
H 29.28883 17.85484 5.35709
H 29.61589 17.67973 3.60650
H 31.31500 19.20234 5.29898
H 32.72936 16.15399 5.77200
C 23.39074 15.21031 -4.43436
C 24.36033 14.90481 -3.26192
O 25.33453 13.94224 -3.43113
O 22.49694 14.11749 -4.69168
H 23.82023 15.48594 -5.39751
H 22.81760 16.07766 -4.10676
H 23.76687 14.69408 -2.37225
H 24.87683 15.80258 -2.92232
H 24.86417 13.11349 -3.54745
H 21.88064 14.16301 -3.95703
O 28.64023 13.63399 -0.09868
H 28.01430 13.83315 -0.79493
H 29.32668 13.12607 -0.53116
O 23.47705 17.52705 4.64903
H 23.81753 16.70254 4.30192
H 23.57372 18.14914 3.92801
O 21.64031 12.57047 1.69475
H 22.17996 11.86177 1.34439
H 21.51993 12.34671 2.61760
O 25.15987 14.60339 2.43591
H 25.95000 14.40161 1.93471
H 24.43890 14.34667 1.86098
```

- E: -33245.5735 eV
- HOMO: -10.0 eV
- Total charge: 0
- Energy above the lowest of the compared OMol25 structures with the same formula, charge and spin: 4.1 kcal/mol
- Orbital gap: 10.11 eV


(3)
Density functional theory data (ωB97M-V/def2-TZVPD) for the ion C3H7N4 with charge +1.

Structure (XYZ):
```
14
C3H7N4 (ωB97M-V/def2-TZVPD)
C 0.24582 -1.92792 0.00456
C -1.06420 -0.03430 0.01240
C 1.81760 1.21903 0.01351
N 1.21151 -1.11745 -0.17449
N -1.04914 -1.29621 0.15292
N 1.04339 0.07450 -0.37560
N -1.93541 0.87842 -0.25001
H 0.22802 -3.00718 0.21903
H 1.16076 1.99915 -0.10610
H 1.95176 1.07724 1.17052
H 2.86015 1.14170 -0.41157
H -1.89168 -1.68226 0.54729
H -2.78001 0.80650 -0.72808
H -1.79857 1.86878 -0.07439
```

- E: -9174.1658 eV
- HOMO: -13.3 eV
- Total charge: +1
- Energy above the lowest of the compared OMol25 structures with the same formula, charge and spin: 100.3 kcal/mol
- Orbital gap: 8.75 eV


(4)
Density functional theory data (ωB97M-V/def2-TZVPD) for a cluster of 13 separate species, H26O13 in total.

Structure (XYZ):
```
39
H26O13 (ωB97M-V/def2-TZVPD)
H -1.06944 -0.71556 -0.74263
H 0.14312 -0.34045 0.09344
H -0.47490 2.71060 -2.55569
H 0.41206 1.49678 -2.77925
H -2.02089 -4.71788 -1.34857
H -1.38409 -3.37201 -1.04335
H -2.61115 -3.32974 1.21214
H -2.09883 -4.32721 2.23812
H 2.69957 3.86770 -2.76787
H 1.78541 3.19980 -1.75383
H -1.47101 -1.52443 2.83067
H -0.94613 -0.41598 1.93296
H 2.94402 0.63750 -0.96508
H 3.71533 0.95793 0.30474
H 2.01967 1.51244 1.86017
H 0.60930 1.33515 1.32216
H -3.79619 1.27719 3.03623
H -3.78792 -0.17283 2.58081
H 0.55413 4.12822 0.52271
H 0.03437 4.19761 1.94927
H -1.98801 1.81510 -3.85335
H -1.34655 0.50202 -4.27092
H 0.84435 -3.73534 0.43328
H 1.19818 -2.94639 -0.81668
H 3.21136 -1.80775 1.12059
H 2.92433 -1.10669 2.43822
O -0.66677 0.02686 -0.27824
O 0.21241 2.36861 -3.13847
O -1.64230 -3.94173 -1.77666
O -1.81937 -3.57522 1.70388
O 2.11429 3.11021 -2.65539
O -1.75906 -0.86696 2.18743
O 3.56684 1.27268 -0.59408
O 1.35070 1.95103 1.32248
O -3.21881 0.50986 2.95369
O 0.66372 3.72624 1.39184
O -1.86004 0.90533 -3.56194
O 0.47242 -3.11716 -0.20585
O 2.48587 -1.49555 1.67302
```

- E: -27034.8304 eV
- HOMO: -8.8 eV
- Total charge: 0
- Energy above the lowest of the compared OMol25 structures with the same formula, charge and spin: 164.1 kcal/mol
- Orbital gap: 8.66 eV


(5)
Density functional theory data (ωB97M-V/def2-TZVPD) for a structure of composition C16H26MnN2O5.

Structure (XYZ):
```
50
C16H26MnN2O5 (ωB97M-V/def2-TZVPD)
Mn 0.02171 0.17739 -0.13653
C -1.40440 2.79997 0.36464
C -2.39347 1.74130 0.80112
O -1.69427 0.51476 1.14286
C -1.29434 0.30689 2.51602
C 0.02599 0.97255 2.79127
O 0.89969 0.71177 1.65465
C 2.02643 1.63760 1.60476
C 2.82549 1.35751 0.34739
O 1.92921 1.03836 -0.73461
C 1.61723 2.10047 -1.67271
C 0.56492 3.01373 -1.07651
O -0.43880 2.13955 -0.48988
H -0.87428 3.26372 1.19898
H -1.91444 3.57953 -0.20350
H -3.06494 1.47882 -0.01389
H -2.98759 2.08670 1.64693
H -1.22730 -0.77487 2.63397
H -2.05720 0.68149 3.19904
H 0.48840 0.57027 3.69285
H -0.08369 2.05291 2.89912
H 2.63739 1.49262 2.49638
H 1.62443 2.65205 1.61588
H 3.49482 0.50507 0.45970
H 3.43713 2.22409 0.09514
H 1.24386 1.59638 -2.56097
H 2.52187 2.64793 -1.93471
H 0.09425 3.63040 -1.84237
H 0.96523 3.66187 -0.29429
C -1.12924 -0.94601 -4.03134
C -1.18040 -1.10251 -2.55591
O -0.69052 -0.16370 -1.82600
N -1.73616 -2.15397 -2.00929
C -1.85219 -2.35894 -0.56330
C -0.51987 -2.71566 0.05938
C -0.21402 -4.01827 0.38952
C 1.04333 -4.32932 0.89823
C 1.97350 -3.31442 1.06451
C 1.60747 -2.02700 0.73743
N 0.38612 -1.72605 0.25005
H -1.59852 0.00154 -4.29985
H -1.62902 -1.75778 -4.55398
H -0.08506 -0.90135 -4.34675
H -2.11553 -2.85871 -2.62942
H -2.55707 -3.17026 -0.40387
H -2.27856 -1.46192 -0.11066
H -0.95598 -4.79226 0.24395
H 1.29008 -5.35124 1.15711
H 2.96444 -3.50865 1.45032
H 2.29386 -1.20437 0.87914
```

- E: -61525.8329 eV
- 2S+1: 5
- HOMO (spin up / spin down): -19.8 / -19.8 eV
- Total charge: +3
- Energy above the lowest of the compared OMol25 structures with the same formula, charge and spin: 0.7 kcal/mol
- Orbital gap (spin up / spin down): 7.68 / 9.06 eV


Repeat the fifth record exactly.
Density functional theory data (ωB97M-V/def2-TZVPD) for a structure of composition C16H26MnN2O5.

Structure (XYZ):
```
50
C16H26MnN2O5 (ωB97M-V/def2-TZVPD)
Mn 0.02171 0.17739 -0.13653
C -1.40440 2.79997 0.36464
C -2.39347 1.74130 0.80112
O -1.69427 0.51476 1.14286
C -1.29434 0.30689 2.51602
C 0.02599 0.97255 2.79127
O 0.89969 0.71177 1.65465
C 2.02643 1.63760 1.60476
C 2.82549 1.35751 0.34739
O 1.92921 1.03836 -0.73461
C 1.61723 2.10047 -1.67271
C 0.56492 3.01373 -1.07651
O -0.43880 2.13955 -0.48988
H -0.87428 3.26372 1.19898
H -1.91444 3.57953 -0.20350
H -3.06494 1.47882 -0.01389
H -2.98759 2.08670 1.64693
H -1.22730 -0.77487 2.63397
H -2.05720 0.68149 3.19904
H 0.48840 0.57027 3.69285
H -0.08369 2.05291 2.89912
H 2.63739 1.49262 2.49638
H 1.62443 2.65205 1.61588
H 3.49482 0.50507 0.45970
H 3.43713 2.22409 0.09514
H 1.24386 1.59638 -2.56097
H 2.52187 2.64793 -1.93471
H 0.09425 3.63040 -1.84237
H 0.96523 3.66187 -0.29429
C -1.12924 -0.94601 -4.03134
C -1.18040 -1.10251 -2.55591
O -0.69052 -0.16370 -1.82600
N -1.73616 -2.15397 -2.00929
C -1.85219 -2.35894 -0.56330
C -0.51987 -2.71566 0.05938
C -0.21402 -4.01827 0.38952
C 1.04333 -4.32932 0.89823
C 1.97350 -3.31442 1.06451
C 1.60747 -2.02700 0.73743
N 0.38612 -1.72605 0.25005
H -1.59852 0.00154 -4.29985
H -1.62902 -1.75778 -4.55398
H -0.08506 -0.90135 -4.34675
H -2.11553 -2.85871 -2.62942
H -2.55707 -3.17026 -0.40387
H -2.27856 -1.46192 -0.11066
H -0.95598 -4.79226 0.24395
H 1.29008 -5.35124 1.15711
H 2.96444 -3.50865 1.45032
H 2.29386 -1.20437 0.87914
```

- E: -61525.8329 eV
- 2S+1: 5
- HOMO (spin up / spin down): -19.8 / -19.8 eV
- Total charge: +3
- Energy above the lowest of the compared OMol25 structures with the same formula, charge and spin: 0.7 kcal/mol
- Orbital gap (spin up / spin down): 7.68 / 9.06 eV